(1)
Entry from the OMol25 dataset: a 7-piece molecular cluster, C27H45N3O12 overall in a non-equilibrium geometry (wB97M-V/def2-TZVPD).

Geometry as XYZ:
```
87
Properties=species:S:1:pos:R:3:forces:R:3
C 1.982218 0.116977 -4.059908 -2.1 -0.3 0.8
C 2.927218 0.155977 -2.893908 0.4 0.1 -4.4
C 3.756218 1.435977 -2.894908 -2.9 1.1 -2.6
O 3.551218 1.842977 -1.621908 3.4 4.0 0.8
C 2.703218 1.145977 -1.042908 -2.5 0.7 6.5
O 2.327218 1.326977 0.089092 -0.2 0.3 0.6
O 2.255218 0.181977 -1.719908 -2.1 -2.8 -0.9
H 1.427218 1.084977 -4.148908 0.4 -0.9 0.0
H 1.269218 -0.737023 -3.884908 0.4 0.9 -0.2
H 2.472218 -0.114023 -4.971908 0.6 0.1 -0.9
H 3.517218 -0.717023 -2.964908 1.0 -1.1 0.3
H 3.308218 2.267977 -3.559908 0.9 -1.5 0.4
H 4.754218 1.293977 -3.054908 2.6 -0.3 -0.7
C 1.054218 -0.142023 3.185092 -0.9 -1.2 1.4
C -0.357782 0.312977 3.647092 3.7 2.0 1.7
C -1.031782 1.444977 2.871092 3.9 0.5 0.3
O -2.276782 0.989977 2.491092 0.6 1.1 0.7
C -2.373782 -0.241023 2.988092 0.0 -1.0 0.0
O -3.329782 -0.866023 2.740092 -1.4 -1.9 0.3
O -1.265782 -0.657023 3.699092 -3.9 -2.3 -1.4
H 1.762218 0.652977 3.254092 0.5 0.7 0.5
H 1.031218 -0.356023 2.154092 -0.1 -0.7 -1.3
H 1.430218 -1.060023 3.776092 -0.7 1.5 -0.9
H -0.232782 0.648977 4.685092 0.2 0.1 0.0
H -0.361782 1.643977 2.056092 -0.2 0.2 -1.2
H -0.825782 2.262977 3.552092 -1.7 0.9 -0.1
C 3.061218 -3.925023 -1.765908 -0.1 1.1 1.9
C 3.659218 -3.462023 -0.373908 0.0 -0.7 1.0
C 3.230218 -2.158023 0.324092 -1.7 0.2 -3.0
O 2.198218 -2.509023 1.273092 1.3 0.5 -0.7
C 2.300218 -3.839023 1.460092 -3.3 -1.2 4.1
O 1.671218 -4.446023 2.361092 2.2 2.0 -3.2
O 3.099218 -4.364023 0.595092 1.0 -2.5 -0.7
H 3.578218 -3.576023 -2.651908 0.0 0.5 0.0
H 1.967218 -3.716023 -1.758908 0.8 0.0 -0.3
H 3.195218 -4.982023 -1.730908 0.0 -0.9 -0.1
H 4.738218 -3.628023 -0.256908 -0.2 0.1 -0.6
H 2.832218 -1.629023 -0.543908 -0.8 0.5 0.6
H 3.959218 -1.493023 0.689092 1.1 0.2 1.2
C 2.373218 6.341977 -6.833908 1.6 -1.5 -0.5
O 1.411218 6.095977 -5.819908 -1.8 -2.0 0.5
C 1.162218 4.839977 -5.390908 4.9 -5.0 -1.9
O 1.946218 3.754977 -5.704908 -4.2 6.0 1.7
O 0.146218 4.761977 -4.567908 0.1 2.5 -1.9
C 0.013218 3.652977 -3.774908 -0.5 -2.0 2.2
H 1.936218 6.915977 -7.652908 0.2 0.8 0.8
H 2.801218 5.482977 -7.398908 -1.0 -0.3 0.9
H 3.251218 6.635977 -6.249908 -0.1 1.2 -0.8
H -0.855782 3.787977 -3.083908 0.7 0.1 -0.8
H 0.913218 3.611977 -3.157908 0.0 -0.4 0.1
H -0.134782 2.696977 -4.296908 0.1 0.6 -0.1
C -4.266782 1.837977 -0.132908 0.3 0.2 -3.3
C -3.181782 2.927977 0.028092 -0.6 0.1 -0.8
C -3.383782 3.975977 1.177092 -1.0 0.2 -2.3
C -4.760782 4.476977 1.325092 -2.6 1.4 -0.8
N -5.859782 4.880977 1.394092 2.7 -1.1 0.0
H -3.896782 0.799977 -0.540908 -0.6 2.3 0.5
H -5.122782 2.256977 -0.760908 1.2 -0.8 0.3
H -4.749782 1.654977 0.744092 -1.0 -0.7 2.9
H -2.975782 3.398977 -0.970908 -0.5 0.0 1.0
H -2.272782 2.429977 0.240092 1.2 -0.5 0.4
H -2.674782 4.784977 1.022092 -0.2 0.3 0.1
H -3.240782 3.590977 2.123092 1.0 -1.4 2.0
C -1.022782 -4.184023 6.126092 -1.1 -1.1 -0.3
C -2.449782 -3.792023 5.684092 0.2 -0.5 3.0
C -2.759782 -4.050023 4.278092 1.5 0.4 -3.0
C -2.716782 -5.479023 3.909092 -0.7 2.7 0.8
N -2.656782 -6.558023 3.581092 0.1 -2.4 -0.6
H -0.260782 -3.833023 5.474092 0.6 0.5 -0.6
H -0.951782 -5.252023 6.151092 0.1 -1.0 -0.6
H -0.751782 -4.004023 7.138092 -0.1 1.1 0.9
H -2.575782 -2.751023 5.955092 -0.4 0.3 -0.3
H -3.184782 -4.395023 6.266092 0.5 0.6 0.1
H -1.861782 -3.670023 3.674092 -1.4 0.0 0.4
H -3.681782 -3.533023 3.925092 0.7 -0.6 0.1
C -0.968782 -2.412023 0.673092 0.3 3.0 -1.1
C -1.567782 -1.291023 -0.330908 0.8 0.3 3.3
C -0.538782 -0.613023 -1.162908 0.7 -0.7 -1.6
C -1.171782 0.419977 -2.052908 -0.2 0.1 -1.0
N -1.690782 1.204977 -2.739908 0.9 -1.3 1.3
H -0.728782 -3.330023 0.186092 0.5 -0.5 -0.7
H -1.721782 -2.680023 1.372092 -0.6 0.1 0.9
H -0.061782 -1.947023 1.160092 -1.1 -0.9 -0.3
H -2.015782 -0.441023 0.186092 -0.2 -0.3 1.0
H -2.392782 -1.624023 -0.860908 -1.3 -1.1 -1.5
H -0.051782 -1.493023 -1.680908 -0.1 1.5 -0.4
H 0.245218 -0.082023 -0.615908 -0.2 -0.3 0.3
```
Forces are in eV/Å.

Properties
F_max, eV/A: 7.5
Energy relative to the best compared isomer or geometry (same formula, charge and spin), eV: 3.018
SMILES: C[C@H]1COC(=O)O1.C[C@H]1COC(=O)O1.C[C@H]1COC(=O)O1.COC(=O)OC.CCCC#N.CCCC#N.CCCC#N
HOMO, eV: -10.763
Charge: 0

---

(2)
Entry from the OMol25 dataset: a 9-piece molecular cluster, C27H45N3O24 overall in a non-equilibrium geometry (wB97M-V/def2-TZVPD).

Geometry as XYZ:
```
99
Properties=species:S:1:pos:R:3:forces:R:3
C 2.050220 0.346603 -4.020788 -0.1 0.6 -0.4
N 1.738540 0.258713 -5.453048 1.7 -0.9 -2.0
O 2.424350 0.887193 -6.258088 -1.2 -0.5 1.0
O 0.893830 -0.580097 -5.719618 -0.2 0.6 -0.3
H 1.229790 1.013893 -3.756748 0.2 -0.2 1.2
H 3.032840 0.799333 -3.888188 -0.3 -0.1 0.1
H 1.985020 -0.702267 -3.731418 -0.1 0.5 0.7
C 3.545500 -3.489297 -2.798578 0.7 0.7 -0.9
N 3.141270 -4.012907 -1.510878 -1.2 -2.6 0.8
O 2.606820 -3.228347 -0.766818 -0.4 1.4 0.8
O 3.195740 -5.206197 -1.252998 0.7 0.7 -0.7
H 4.619580 -3.304257 -2.784558 0.0 0.1 0.2
H 2.991720 -2.550877 -2.826768 0.4 -0.1 -0.6
H 3.359900 -4.165037 -3.633468 -0.3 -0.1 0.4
C -0.885000 -2.983327 5.014022 1.5 0.3 -0.2
N 0.510960 -3.312937 4.575762 0.9 -1.8 1.7
O 1.320170 -3.618907 5.478292 -1.4 1.0 -2.1
O 0.681040 -3.434477 3.382632 0.6 0.3 -0.2
H -1.299410 -2.472317 4.144982 -0.4 -0.1 0.5
H -0.670880 -2.364027 5.885062 -0.9 -0.1 0.1
H -1.305150 -3.966947 5.223972 -0.3 0.4 0.1
C 8.156670 0.163283 -0.198868 -0.9 0.4 -0.8
C 6.924400 0.719263 -1.035188 2.3 -0.6 1.5
C 6.300400 -0.216747 -2.000338 2.0 -0.8 -3.3
O 4.941180 -0.102537 -1.830558 -2.0 -0.5 -0.1
C 4.702310 0.396833 -0.628548 -2.5 1.5 1.5
O 3.553620 0.580463 -0.183528 3.7 -0.7 -1.0
O 5.902050 0.751823 -0.089798 -3.1 0.5 2.0
H 8.255100 0.741583 0.719812 0.0 0.2 -0.2
H 9.116230 0.165803 -0.715918 -0.2 0.0 -0.2
H 7.887960 -0.841637 0.126732 0.1 -0.1 -0.2
H 7.070420 1.737853 -1.394698 0.2 -0.1 -0.2
H 6.637840 -1.252037 -1.951248 -0.1 -0.2 0.7
H 6.462720 0.029583 -3.049658 0.4 0.3 0.0
C -4.955720 1.349083 1.922822 0.8 0.8 0.5
C -5.082600 0.114293 1.144702 -1.7 -1.7 -1.9
C -6.540660 -0.402187 1.048732 -0.2 0.5 1.7
O -6.819700 -0.723147 -0.277358 1.5 0.1 -2.2
C -5.781350 -0.314967 -1.079978 0.1 -0.6 -3.4
O -5.693220 -0.536787 -2.336758 -0.1 1.4 6.7
O -4.866130 0.385553 -0.255798 0.0 -0.9 -2.0
H -3.923580 1.699363 1.914242 0.1 -0.1 0.1
H -5.229570 1.147183 2.958362 -0.2 0.3 0.0
H -5.525850 2.151763 1.455102 -0.3 -0.1 0.3
H -4.456320 -0.726317 1.443442 0.5 0.2 0.1
H -7.176860 0.427363 1.357282 -0.4 -0.2 0.0
H -6.750350 -1.288167 1.648042 0.1 0.2 0.1
C 1.530320 3.293523 -1.542938 0.8 -0.7 -0.2
C 1.915420 4.693553 -0.970308 0.8 -2.6 -2.4
C 1.365630 5.919193 -1.722958 0.1 -1.1 0.6
O 0.306980 6.290713 -0.833908 -0.4 0.7 -1.2
C 0.648940 5.858193 0.341552 -1.1 2.1 7.0
O 0.335370 6.397003 1.442102 0.5 -2.1 -4.1
O 1.457660 4.791623 0.318942 -0.7 0.9 0.9
H 0.520010 2.932193 -1.734818 -0.5 1.1 0.1
H 1.913370 2.503413 -0.897098 0.3 0.2 0.5
H 2.074310 3.080233 -2.463088 0.1 0.4 -0.3
H 3.003920 4.659363 -0.924548 0.1 0.3 -0.2
H 0.952400 5.592063 -2.677068 0.2 0.7 -0.1
H 2.096710 6.727353 -1.700498 -0.1 0.0 -0.7
C -1.332390 1.230713 0.293862 0.3 -0.3 -1.2
C -0.213390 0.129273 0.197202 -1.0 0.5 2.2
C -0.588670 -1.251417 0.669702 -0.6 0.0 3.8
O -0.706550 -2.137207 -0.417138 0.1 0.2 -4.0
C -0.178180 -1.453187 -1.452168 -0.5 0.6 4.9
O 0.077930 -1.928537 -2.575438 -0.1 -0.6 -1.2
O 0.170410 -0.269307 -1.100148 1.0 0.8 -4.3
H -2.188030 1.045103 -0.355388 0.1 -0.4 -0.3
H -0.945560 2.208473 0.006722 0.3 -0.1 0.0
H -1.804480 1.399853 1.261652 0.7 -0.6 0.4
H 0.691470 0.470193 0.700292 0.1 0.1 -0.2
H -1.533980 -1.136587 1.200082 -0.2 -0.7 -0.2
H 0.121810 -1.762747 1.319202 0.2 0.5 0.2
C -1.418450 4.992473 5.190182 -0.3 -0.3 -0.6
C -1.623590 3.627153 4.533562 -0.6 1.2 -0.7
C -1.582810 3.708333 3.017872 -0.7 2.5 0.1
O -0.429950 3.019953 2.668282 -0.8 -0.9 -3.0
C 0.013120 2.329823 3.681422 5.3 -0.1 0.5
O 1.063150 1.682313 3.637912 -3.0 0.3 0.0
O -0.533190 2.801473 4.768152 0.1 -1.8 2.9
H -2.381700 5.497593 5.118742 -0.2 0.0 1.0
H -0.811900 5.689733 4.612232 0.6 -0.5 -0.2
H -0.946910 4.839533 6.160942 -0.6 0.4 0.2
H -2.564510 3.150153 4.807862 0.2 -0.1 0.7
H -1.375700 4.753783 2.789322 -0.3 0.0 -0.6
H -2.520630 3.404603 2.552742 0.3 -0.5 -0.4
C -1.851270 -5.531367 -0.941338 -0.7 0.2 -1.6
C -3.313330 -5.101067 -1.344648 1.4 1.4 1.0
C -3.509560 -4.447387 -2.714548 1.1 -2.9 -0.9
O -4.515730 -5.337047 -3.304408 -1.2 1.6 0.2
C -5.088960 -6.135697 -2.373648 -1.3 -2.4 -0.6
O -6.078660 -6.862787 -2.546088 3.7 2.9 0.9
O -4.238430 -6.147787 -1.278958 -1.3 -0.7 -0.3
H -1.259860 -5.856807 -1.797158 -0.5 -0.9 -0.4
H -1.888330 -6.330277 -0.200758 0.2 0.4 0.2
H -1.212460 -4.671727 -0.738738 -0.5 0.2 1.1
H -3.604410 -4.336557 -0.624308 -0.2 -0.1 0.5
H -2.670120 -4.728217 -3.350608 0.4 0.6 0.0
H -3.623070 -3.363337 -2.721608 -1.0 -0.2 -0.1
```
Forces are in eV/Å.

Properties
F_max, eV/A: 7.4
Spin multiplicity: 2
HOMO (spin up / spin down), eV: -12.607 / -12.592
<S²>: 0.75
Charge: +1

---

(3)
Entry from the OMol25 dataset: C27H45N5Pd as an isolated structure (wB97M-V/def2-TZVPD).

Geometry as XYZ:
```
78
Properties=species:S:1:pos:R:3:forces:R:3
Pd 0.459700 0.065682 -0.658900 0.7 -0.1 0.0
N -3.534423 -2.328547 -0.955755 -0.1 -0.1 0.0
C -4.178657 -1.070435 -1.395567 0.0 0.0 0.0
C -3.402480 -0.407323 -2.541521 0.0 0.0 -0.1
C -2.213370 0.530740 -2.229159 -0.1 -0.1 0.1
N -0.850137 -0.106746 -2.413752 0.1 0.2 0.2
C -2.275227 1.194259 -0.837653 0.2 -0.6 -0.1
C -2.927943 0.356265 0.271518 0.1 0.2 -0.1
N -2.086261 -0.844964 0.653209 0.0 0.2 0.1
C -4.295196 -0.137513 -0.189664 -0.1 0.1 -0.1
H -3.277163 -2.907631 -1.747578 0.0 0.0 0.0
H -4.189167 -2.876550 -0.403622 0.0 0.0 0.0
H -2.469422 -1.673971 0.087103 0.0 -0.1 -0.2
H -5.181976 -1.280840 -1.772287 0.0 0.1 0.0
H -4.128198 0.197377 -3.087284 0.0 0.0 0.0
H -3.082008 -1.173850 -3.252913 0.0 0.0 -0.1
H -2.280871 1.325462 -2.971138 0.1 0.0 0.0
H -0.301948 0.520043 -3.001339 -0.1 -0.1 -0.2
H -0.915975 -0.970150 -2.944020 0.0 -0.1 0.1
H -2.805428 2.144928 -0.877767 0.0 0.0 -0.1
H -1.228631 1.439190 -0.587188 -0.2 0.4 0.4
H -3.023281 0.985270 1.155460 0.0 -0.1 0.0
H -2.142772 -1.055910 1.648270 0.1 0.1 0.0
H -1.094097 -0.715530 0.381063 -0.2 -0.1 0.4
H -4.882463 0.739385 -0.468957 -0.1 0.0 0.0
H -4.834034 -0.628663 0.623352 0.0 0.0 0.0
C 2.248773 0.931964 4.811270 0.0 0.0 0.0
C 1.040532 1.027420 3.876813 0.0 0.0 0.0
C -0.249532 1.196186 4.685217 0.0 0.0 0.0
C 1.200311 2.155765 2.870450 -0.3 0.0 0.0
C 1.158103 3.465521 3.343314 0.1 0.0 0.0
C 1.190970 4.548536 2.487096 0.0 0.0 0.0
C 1.236482 4.344742 1.116580 0.0 0.0 0.0
C 1.288557 3.061107 0.594882 0.2 0.1 0.1
C 1.417110 2.880501 -0.900063 0.0 0.1 0.0
C 2.862486 3.034974 -1.369683 0.0 0.0 0.0
C 0.468874 3.765245 -1.704439 0.0 -0.1 0.0
C 1.313912 1.973383 1.481676 -0.2 -0.2 0.0
N 1.443416 0.645688 0.950147 0.1 0.2 -0.1
C 2.266983 -0.247212 1.441928 0.2 0.0 -0.2
C 2.261313 -1.501791 0.865768 0.2 -0.1 0.3
C 3.038504 -2.646757 1.063385 -0.1 0.1 -0.1
C 2.649608 -3.543515 0.087359 -0.2 0.1 -0.1
C 1.639638 -2.932199 -0.689748 0.1 -0.2 -0.1
N 1.390810 -1.702942 -0.202230 -0.2 0.3 0.0
C 0.978279 -3.513989 -1.913768 0.0 0.1 0.1
C -0.541809 -3.461967 -1.746480 0.0 -0.1 -0.1
C 1.405515 -4.968225 -2.118647 0.0 0.0 0.0
C 1.411511 -2.689167 -3.134858 -0.1 -0.1 -0.1
H 2.156661 0.068908 5.470333 0.0 0.0 0.0
H 2.319310 1.821504 5.438188 0.0 0.0 0.0
H 3.190816 0.847566 4.266857 0.0 0.0 0.0
H 0.949272 0.078614 3.343839 0.0 0.0 0.0
H -0.204686 2.068650 5.336183 0.0 0.0 0.0
H -0.409722 0.324698 5.320605 0.0 0.0 0.0
H -1.119172 1.313099 4.034190 0.0 0.0 0.0
H 1.082544 3.636941 4.408694 0.0 0.0 0.0
H 1.164411 5.554096 2.883721 0.0 0.0 0.0
H 1.248370 5.197842 0.451939 0.0 0.0 0.0
H 1.154494 1.818991 -1.109585 -0.1 0.0 -0.3
H 3.211339 4.043583 -1.143282 0.0 0.0 0.0
H 2.945186 2.882388 -2.446211 0.0 0.0 0.0
H 3.523604 2.328402 -0.867616 0.0 0.0 0.0
H 0.830830 4.792654 -1.729967 0.0 0.0 0.0
H -0.537674 3.780941 -1.282805 0.0 0.0 0.0
H 0.416431 3.429665 -2.742016 0.0 0.0 0.0
H 2.960097 0.019311 2.231540 -0.1 0.0 0.0
H 3.787593 -2.779213 1.826378 0.0 0.0 0.0
H 3.027540 -4.538663 -0.067028 0.0 0.0 0.0
H -0.863174 -4.055413 -0.888602 0.0 0.0 0.0
H -1.025094 -3.868546 -2.638401 0.0 0.0 0.0
H -0.884354 -2.439667 -1.595024 0.0 0.0 0.1
H 1.132728 -5.591317 -1.266676 0.0 0.0 0.0
H 2.479925 -5.050247 -2.278434 0.0 0.0 0.0
H 0.910619 -5.373177 -3.001826 0.0 0.0 0.0
H 1.166146 -1.631480 -3.010938 0.1 0.0 0.0
H 0.919330 -3.065250 -4.033628 0.0 0.0 0.0
H 2.487711 -2.758123 -3.290311 0.0 0.0 0.0
```
Forces are in eV/Å.

Properties
F_max, eV/A: 0.7
HOMO, eV: -13.239
Charge: +2

---

> The highest charge belongs to which entry?

C27H45N5Pd

---

> Which of these has the highest F_max?

C27H45N3O12

---

> Which of these has the highest charge?

C27H45N5Pd